Record 1
16
Properties=species:S:1:pos:R:3:mulliken_charge:R:1 method="wB97M-V/def2-TZVPD" lumo_energy_ev=0.8 homo_energy_ev=-8.63
C -1.4512 -0.2004 2.2210 -0.869
S -0.5071 1.2745 2.6605 -0.053
S -0.9278 2.7368 1.3470 -0.196
H -0.8994 -1.1462 2.2335 0.314
H -1.9228 -0.2627 1.2377 0.288
H -2.2532 -0.3229 2.9469 0.352
H -0.4330 2.4728 0.1338 0.149
N 1.2058 -1.7034 -1.2103 -0.550
C 1.2200 -0.2838 -0.9449 -0.250
N 0.4251 0.6241 -1.7969 -0.543
H 0.2987 -2.0336 -1.4611 0.208
H 1.8941 -2.0125 -1.8818 0.220
H 0.9167 -0.1277 0.0866 0.118
H 2.2255 0.1296 -1.0357 0.369
H 0.7574 0.5156 -2.7447 0.242
H -0.5488 0.3397 -1.7917 0.202

---

Record 2
16
Properties=species:S:1:pos:R:3:mulliken_charge:R:1 method="wB97M-V/def2-TZVPD" lumo_energy_ev="0.8 / 0.7" homo_energy_ev="-3.53 / -8.62" spin_multiplicity=2
C -0.2309 -0.1658 1.9405 -0.814
N -0.8925 -0.4974 0.6997 -0.223
C -0.3575 -0.6903 -0.5778 0.293
N -1.2019 -0.7260 -1.6848 -0.470
N 1.0255 -0.8547 -0.7448 -0.449
H -0.7709 0.6495 2.4238 0.271
H 0.7881 0.1788 1.7746 0.270
H -0.2332 -1.0210 2.6180 0.266
H -1.8780 -0.3449 0.7026 0.188
H -2.1416 -1.0782 -1.6085 0.143
H -0.8450 -0.7677 -2.6193 0.137
H 1.4406 -0.9847 -1.6511 0.186
H 1.5921 -0.3356 -0.1060 0.227
H 0.4564 2.1096 -0.3414 0.314
H 1.8874 2.3448 -0.8178 0.325
O 1.3614 2.1836 -0.0075 -0.663

---

Record 3
16
Properties=species:S:1:pos:R:3:mulliken_charge:R:1 method="wB97M-V/def2-TZVPD" lumo_energy_ev=0.9 homo_energy_ev=-9.27
N -1.2609 -1.0792 0.8166 -0.635
C -1.7353 0.0441 1.5847 -0.600
N -1.1183 1.2544 1.1980 -0.649
H -1.8371 -1.8736 1.1185 0.251
H -0.4214 -1.4016 1.2917 0.201
H -2.7532 0.1448 1.3379 0.406
H -1.7043 -0.1627 2.5438 0.453
H -1.2818 1.3548 0.1766 0.320
H -0.0880 1.1484 1.2217 0.237
N 2.2319 -0.5052 -0.9341 -0.404
C 1.6313 0.2122 -2.0065 0.067
N 0.7918 1.1045 -1.6623 -0.490
H 2.4775 -1.4123 -1.2569 0.189
H 2.2520 -0.3795 0.0875 0.205
H 2.1067 -0.1167 -2.9718 0.243
H 0.7091 1.6678 -2.5454 0.206

---

ΔE to the lowest compared entry with this formula, charge and spin / kcal per mole: 12.2, 6.9, 39.5